Record 1
Here is one molecule with the formula C4H10ClPS at a distorted geometry from the Open Molecules 2025 dataset. Energies are from the ωB97M-V functional and the def2-TZVPD basis.

Structure (XYZ):
```
17
Properties=species:S:1:pos:R:3
C 3.36 -0.84 -0.02
C -3.07 0.18 0.84
C 1.92 -0.98 -0.55
C -2.52 1.00 -0.28
P 0.43 0.28 0.37
S -0.96 0.34 -1.11
Cl 1.39 2.15 0.17
H 3.90 -0.05 -0.35
H 3.23 -0.73 1.15
H 3.74 -1.76 -0.37
H -3.53 0.79 1.51
H -3.75 -0.47 0.52
H -2.25 -0.38 1.45
H 1.36 -1.85 -0.40
H 1.97 -0.72 -1.69
H -2.24 2.00 0.02
H -2.98 1.03 -1.27
```

* energy: -1358.106060 a.u.
* E_LUMO: 0.7669 eV
* structure (SMILES): CCSP(Cl)CC
* energy relative to the best compared isomer or geometry (same formula, charge and spin): 17.0 kcal per mole
* orbital gap: 0.349 Eh

***

Record 2
Here is one molecule with the formula CH5N5 from the Open Molecules 2025 dataset. Energies are from the ωB97M-V functional and the def2-TZVPD basis.

Structure (XYZ):
```
11
Properties=species:S:1:pos:R:3
C 0.03 -1.12 0.32
N 0.59 1.73 -0.55
N -1.01 -0.07 -0.06
N 0.98 -0.24 0.64
N 0.14 0.94 0.49
N -0.26 -2.35 0.27
H 0.65 2.69 -0.24
H 1.46 1.37 -0.91
H -1.17 0.06 -1.06
H -1.88 -0.07 0.47
H 0.48 -2.93 0.64
```

* energy: -314.732794 a.u.
* E_LUMO: 0.7633 eV
* energy relative to the best compared isomer or geometry (same formula, charge and spin): 51.1 kcal per mole
* orbital gap: 0.317 Eh

***

Record 3
Here is C33H30N4O6Tb as an isolated structure from the Open Molecules 2025 dataset. Energies are from the ωB97M-V functional and the def2-TZVPD basis.

Structure (XYZ):
```
74
Properties=species:S:1:pos:R:3
Tb 1.07 -0.01 0.26
C 4.44 2.25 2.19
C 3.17 1.42 2.20
O 3.00 0.64 1.20
C 2.30 1.56 3.26
C 1.07 0.84 3.42
C 0.17 1.19 4.57
N 0.72 -0.08 2.57
N -0.54 -0.65 2.73
C -0.78 -1.53 1.79
O 0.05 -1.89 0.86
C -2.15 -2.13 1.76
C -3.13 -1.79 2.69
C -4.40 -2.32 2.59
C -4.72 -3.19 1.55
C -3.75 -3.54 0.62
C -2.47 -3.01 0.73
H 4.96 2.09 1.25
H 5.10 1.96 3.02
H 4.22 3.31 2.30
H 2.55 2.28 4.03
H 0.69 1.80 5.30
H -0.22 0.29 5.04
H -0.69 1.74 4.18
H -2.87 -1.09 3.48
H -5.16 -2.04 3.31
H -5.72 -3.60 1.47
H -3.99 -4.20 -0.20
H -1.71 -3.24 -0.01
C 3.76 -2.22 1.66
O 2.74 -2.17 0.69
C 3.06 -2.74 -0.56
C 3.78 -1.73 -1.41
O 2.93 -0.65 -1.75
C 2.30 -0.78 -3.02
H 4.02 -3.27 1.87
H 3.37 -1.75 2.55
H 4.66 -1.68 1.34
H 2.11 -3.02 -1.02
H 3.66 -3.65 -0.43
H 4.18 -2.20 -2.32
H 4.61 -1.30 -0.85
H 3.07 -0.92 -3.79
H 1.77 0.15 -3.20
H 1.59 -1.60 -3.04
O 2.68 2.95 -2.66
C 1.92 3.13 -1.73
N 1.42 2.17 -0.87
C 0.57 2.77 -0.01
O -0.05 2.13 0.86
C 0.50 4.24 -0.26
C -0.22 5.26 0.34
C -0.07 6.54 -0.19
C 0.77 6.78 -1.28
C 1.48 5.73 -1.87
C 1.33 4.47 -1.34
H -0.87 5.06 1.18
H -0.61 7.37 0.25
H 0.87 7.78 -1.67
H 2.14 5.90 -2.72
N -7.20 -3.83 -4.54
C -6.25 -3.33 -4.12
C -5.06 -2.72 -3.59
C -5.16 -1.68 -2.66
C -4.02 -1.09 -2.16
C -2.74 -1.52 -2.56
C -2.66 -2.56 -3.49
C -3.80 -3.16 -4.00
C -1.57 -0.93 -2.00
C -0.55 -0.45 -1.53
H -6.14 -1.35 -2.33
H -4.09 -0.30 -1.42
H -1.69 -2.91 -3.80
H -3.73 -3.96 -4.72
```

* expectation value of S²: 12.68
* charge: -1
* energy: -2770.590466 a.u.
* E_LUMO (alpha / beta): 2.5036 / 2.5042 eV
* multiplicity: 7
* orbital gap (alpha / beta): 0.255 / 0.256 Eh

***

Record 4
Here is a 14-piece molecular cluster, C2H33N3O13 overall at a distorted geometry from the Open Molecules 2025 dataset. Energies are from the ωB97M-V functional and the def2-TZVPD basis.

Structure (XYZ):
```
51
Properties=species:S:1:pos:R:3
C 1.09 -2.59 2.61
N 0.16 -1.52 2.38
C -0.67 -1.58 1.24
N -1.76 -0.74 1.33
N -0.41 -2.47 0.38
H 0.60 -3.55 2.57
H 1.95 -2.63 1.95
H 1.35 -2.59 3.68
H 0.46 -0.59 2.62
H -1.50 0.06 1.90
H -2.01 -0.45 0.40
H -1.13 -2.62 -0.32
H -2.85 -1.50 3.32
H -1.43 -1.50 3.88
O -2.36 -1.46 4.15
H -3.42 -0.62 -1.37
H -3.89 -1.93 -1.69
O -3.15 -1.55 -1.19
H -1.41 -1.61 -4.91
H -1.91 -1.22 -3.55
O -2.06 -1.03 -4.50
H 1.93 4.01 -0.42
H 1.00 3.14 0.35
O 1.94 3.19 0.09
H 0.06 1.49 -1.59
H -1.46 1.12 -1.67
O -0.67 1.06 -1.09
H -0.38 4.10 2.04
H -1.02 2.94 1.25
O -0.59 3.79 1.15
H 1.03 -2.47 -1.13
H 0.58 -3.42 -2.25
O 1.35 -2.98 -1.89
H 2.30 -0.88 -2.82
H 2.73 -0.11 -1.70
O 2.67 -0.01 -2.67
H 1.38 1.56 3.01
H 0.50 1.95 4.19
O 0.45 1.78 3.25
H -1.28 1.44 -3.72
H -2.72 0.75 -3.41
O -2.18 1.54 -3.38
H 3.11 1.98 1.65
H 2.36 0.72 1.29
O 2.78 1.17 2.06
H 0.89 0.24 -0.37
H 1.33 -0.93 0.54
O 1.69 -0.22 -0.01
H 1.38 3.01 -2.23
H 1.97 1.55 -2.76
O 1.21 2.16 -2.61
```

* expectation value of S²: 0.75
* charge: -1
* energy: -1238.415726 a.u.
* E_LUMO (alpha / beta): 2.2680 / 2.1960 eV
* multiplicity: 2
* orbital gap (alpha / beta): 0.088 / 0.338 Eh

***

Record 5
Here is C43H71HfN5O23S2 as an isolated structure at a distorted geometry from the Open Molecules 2025 dataset. Energies are from the ωB97M-V functional and the def2-TZVPD basis.

Structure (XYZ):
```
145
Properties=species:S:1:pos:R:3
Hf -11.67 0.77 -21.16
C -12.44 1.89 -25.56
C -13.63 1.93 -26.21
C -14.96 1.75 -25.48
O -16.12 2.20 -26.07
C -15.03 1.42 -24.19
C -13.79 1.27 -23.45
C -12.39 1.58 -24.14
O -11.42 1.45 -23.36
O -13.69 1.02 -22.25
O -13.44 2.48 -27.36
H -11.48 2.18 -25.98
H -15.98 1.36 -23.67
C -12.76 -3.52 -21.76
C -13.35 -4.44 -20.90
C -13.77 -3.94 -19.51
O -14.11 -4.73 -18.52
C -13.76 -2.60 -19.22
C -13.27 -1.61 -20.13
C -12.67 -2.14 -21.48
O -12.16 -1.21 -22.18
O -13.12 -0.37 -19.83
O -13.40 -5.68 -21.29
H -12.31 -3.88 -22.68
H -14.05 -2.39 -18.20
C -9.40 -1.81 -23.97
C -8.95 -0.79 -22.85
O -9.80 -0.32 -22.13
N -7.77 -0.29 -22.73
C -6.54 -0.89 -23.22
H -10.42 -1.71 -24.34
H -9.18 -2.85 -23.72
H -8.74 -1.52 -24.78
H -7.70 0.44 -22.03
H -5.79 -0.21 -23.62
H -6.49 -1.77 -23.86
H -5.99 -1.31 -22.39
C -9.33 -2.77 -19.69
C -9.82 -1.44 -18.97
O -10.47 -0.64 -19.59
N -9.40 -1.17 -17.70
C -8.30 -1.78 -16.96
H -8.39 -2.68 -20.24
H -10.02 -3.11 -20.46
H -9.20 -3.59 -18.98
H -10.07 -0.58 -17.23
H -8.74 -2.51 -16.28
H -7.56 -1.14 -16.49
H -7.79 -2.42 -17.69
C -16.35 2.27 -17.44
C -16.11 1.61 -18.75
O -15.02 1.59 -19.23
N -17.06 1.06 -19.49
C -17.18 0.75 -20.94
H -15.60 2.22 -16.65
H -17.33 1.91 -17.15
H -16.62 3.31 -17.61
H -17.95 1.04 -19.02
H -16.48 1.29 -21.59
H -18.18 0.90 -21.33
H -17.00 -0.32 -21.04
C -14.30 -4.26 -28.97
C -13.42 -4.12 -27.67
O -12.23 -4.01 -27.77
N -13.97 -4.24 -26.49
C -13.39 -4.25 -25.20
H -14.30 -3.27 -29.42
H -15.10 -4.96 -28.71
H -13.87 -4.94 -29.72
H -14.98 -4.30 -26.40
H -13.76 -3.42 -24.60
H -12.30 -4.20 -25.18
H -13.60 -5.21 -24.74
C -11.01 3.38 -17.56
C -11.89 2.13 -17.78
O -11.95 1.68 -18.85
N -12.53 1.65 -16.64
C -13.37 0.42 -16.64
H -11.00 3.80 -16.55
H -11.29 4.20 -18.22
H -9.97 3.15 -17.78
H -12.33 1.88 -15.67
H -12.89 -0.31 -17.30
H -14.45 0.36 -16.70
H -13.21 -0.06 -15.68
C -8.68 -11.62 -19.66
C -9.44 -10.48 -20.43
O -9.91 -9.48 -19.65
C -11.07 -9.40 -18.96
O -12.01 -10.16 -19.04
O -11.00 -8.24 -18.35
C -12.22 -7.68 -17.70
H -8.25 -12.16 -20.50
H -9.36 -12.22 -19.05
H -7.83 -11.22 -19.13
H -10.21 -10.86 -21.09
H -8.72 -10.06 -21.14
H -12.97 -7.46 -18.46
H -11.79 -6.75 -17.32
H -12.51 -8.43 -16.97
C -19.31 -0.11 -16.07
C -19.51 -1.47 -16.67
O -18.43 -1.51 -17.65
C -18.51 -2.57 -18.47
O -19.37 -3.49 -18.54
O -17.48 -2.52 -19.24
C -17.13 -3.39 -20.30
H -18.41 0.16 -15.53
H -20.07 0.12 -15.31
H -19.50 0.66 -16.82
H -20.58 -1.64 -16.78
H -19.38 -2.22 -15.89
H -16.65 -4.34 -20.03
H -16.40 -2.86 -20.91
H -18.01 -3.72 -20.85
C -14.04 -3.62 -15.02
C -13.74 -3.96 -13.54
C -12.55 -3.20 -13.01
S -11.39 -3.05 -14.41
O -10.24 -3.95 -14.46
O -11.13 -1.64 -14.75
C -12.63 -3.69 -15.71
H -14.48 -2.63 -15.12
H -14.76 -4.37 -15.34
H -13.73 -5.05 -13.43
H -14.63 -3.86 -12.93
H -11.95 -3.53 -12.16
H -12.99 -2.23 -12.75
H -12.47 -4.73 -15.99
H -12.28 -3.21 -16.61
C -10.49 -7.33 -23.70
C -9.12 -7.40 -24.39
C -7.96 -7.24 -23.38
S -8.55 -6.15 -22.00
O -8.29 -4.70 -22.20
O -8.17 -6.67 -20.72
C -10.38 -6.52 -22.34
H -10.88 -8.34 -23.62
H -11.02 -6.69 -24.41
H -9.07 -6.51 -25.02
H -8.98 -8.35 -24.91
H -7.00 -7.00 -23.86
H -7.79 -8.10 -22.73
H -10.82 -5.54 -22.17
H -10.81 -6.73 -21.37
```

* expectation value of S²: 0.76
* charge: -1
* energy: -4529.672971 a.u.
* E_LUMO (alpha / beta): 1.4249 / 1.3596 eV
* multiplicity: 2
* orbital gap (alpha / beta): 0.171 / 0.199 Eh

***

Record 6
Here is a 5-piece molecular cluster, C42H53F13N3O13P overall at a distorted geometry from the Open Molecules 2025 dataset. Energies are from the ωB97M-V functional and the def2-TZVPD basis.

Structure (XYZ):
```
125
Properties=species:S:1:pos:R:3
C 0.44 -3.08 -1.98
C 1.25 -2.07 -1.19
C 2.35 -2.69 -0.15
C 1.47 -3.33 1.12
C 0.76 -2.18 2.06
C 1.49 -1.24 3.18
C 0.57 -0.17 4.05
C -1.07 0.00 3.88
C -1.79 -0.95 2.75
C -0.89 -2.01 1.87
O 2.98 -3.84 -0.81
C 4.24 -3.50 -1.48
C 3.91 -3.37 -3.08
O 3.03 -4.26 -3.61
N 4.45 -2.33 -4.04
C 4.46 -0.93 -3.45
O 5.61 -0.22 -3.61
F 3.34 -0.26 -2.75
C 5.49 -4.56 -1.14
C 6.71 -4.28 -2.25
C 7.18 -2.72 -2.33
O 8.09 -2.41 -3.29
C 6.01 -4.14 0.36
C 7.25 -5.03 0.94
C 8.72 -4.35 0.49
O 7.18 -5.43 2.34
C 6.78 -4.40 3.28
C 7.85 -3.18 3.53
C 8.00 -1.81 2.64
C 9.17 -0.69 3.04
C 10.22 -0.88 4.31
C 10.07 -2.26 5.21
C 8.92 -3.38 4.80
N 5.11 -6.01 -1.32
P 4.32 -6.73 0.09
N 3.25 -7.93 -0.28
H -0.32 -2.79 -2.83
H 0.58 -4.25 -1.81
H 1.07 -0.93 -1.41
H 3.09 -1.92 0.32
H 0.67 -4.13 0.73
H 2.25 -3.89 1.82
H 2.65 -1.33 3.37
H 1.10 0.51 4.86
H -1.73 0.74 4.53
H -2.97 -0.83 2.60
H -1.46 -2.69 1.10
H 4.64 -2.44 -1.11
H 5.37 -2.59 -4.46
H 6.39 -4.62 -3.35
H 7.58 -5.04 -1.96
H 6.77 -1.86 -1.63
H 5.05 -4.11 1.05
H 6.39 -3.01 0.33
H 7.23 -6.05 0.31
H 8.60 -3.24 0.14
H 9.44 -4.50 1.41
H 9.19 -4.99 -0.39
H 6.68 -4.94 4.34
H 5.74 -3.90 3.11
H 7.28 -1.60 1.74
H 9.23 0.28 2.34
H 11.01 -0.02 4.55
H 10.80 -2.39 6.14
H 8.87 -4.34 5.51
H 5.93 -6.58 -1.67
H 5.37 -7.26 0.95
H 3.55 -5.76 0.87
H 2.30 -7.67 0.10
C -2.03 1.55 -4.53
C -3.32 1.10 -3.88
O -3.07 0.52 -2.59
C -2.91 1.40 -1.55
O -2.98 2.62 -1.68
C -2.70 0.65 -0.24
F -1.81 -0.38 -0.36
F -3.85 0.10 0.23
F -2.22 1.45 0.76
H -1.31 0.72 -4.58
H -2.21 1.91 -5.54
H -1.55 2.34 -3.95
H -3.79 0.32 -4.49
H -4.04 1.92 -3.81
C -1.58 5.36 -10.55
C -2.87 4.91 -9.90
O -2.62 4.33 -8.61
C -2.46 5.21 -7.57
O -2.53 6.43 -7.70
C -2.25 4.46 -6.26
F -1.36 3.43 -6.38
F -3.40 3.91 -5.79
F -1.77 5.26 -5.26
H -0.86 4.53 -10.59
H -1.76 5.73 -11.56
H -1.10 6.16 -9.97
H -3.34 4.13 -10.51
H -3.59 5.73 -9.82
C -5.84 2.98 0.35
C -7.10 3.05 1.18
O -6.78 3.22 2.57
C -6.50 4.50 2.97
O -6.52 5.48 2.22
C -6.23 4.54 4.48
F -5.40 3.54 4.89
F -7.37 4.42 5.21
F -5.64 5.71 4.88
H -5.17 2.20 0.72
H -6.08 2.78 -0.70
H -5.28 3.92 0.39
H -7.65 2.11 1.09
H -7.77 3.85 0.84
C -10.39 5.29 7.21
C -10.50 5.18 5.70
O -11.85 4.90 5.31
C -12.69 5.99 5.23
O -12.34 7.14 5.48
C -14.08 5.56 4.76
F -14.53 4.43 5.39
F -14.10 5.28 3.42
F -15.03 6.51 4.97
H -10.80 4.40 7.70
H -9.35 5.42 7.52
H -10.97 6.15 7.59
H -9.89 4.34 5.36
H -10.12 6.08 5.20
```

* energy: -4413.200063 a.u.
* E_LUMO: -0.9397 eV
* structure (SMILES): C=C[C@@H](Cc1ccccc1)O[C@H](C(=O)NC(=O)F)[C@@](CC=O)(C[C@@H](C)OCc1ccccc1)N[PH2]=N.CCOC(=O)C(F)(F)F.CCOC(=O)C(F)(F)F.CCOC(=O)C(F)(F)F.CCOC(=O)C(F)(F)F
* orbital gap: 0.278 Eh